No. 1
Below is a molecular structure, C22H17N5OOsS3, with properties calculated with ωB97M-V with the def2-TZVPD basis set.

The geometry in XYZ format:
```
49
Properties=species:S:1:pos:R:3
Os 0.14 -0.85 0.28
S 0.97 -1.12 2.56
C 0.61 0.55 2.51
N 0.11 0.96 1.36
C -0.07 2.34 1.31
C -0.55 3.08 0.24
C -0.67 4.45 0.38
C -0.31 5.08 1.58
C 0.17 4.35 2.65
C 0.30 2.97 2.50
S 0.88 1.81 3.66
H -0.84 2.59 -0.68
H -1.04 5.05 -0.44
H -0.41 6.15 1.67
H 0.45 4.83 3.57
O -1.58 -1.66 1.02
N -1.48 -2.97 1.32
C -2.42 -3.46 2.16
C -2.43 -4.79 2.47
C -1.47 -5.63 1.90
C -0.53 -5.11 1.05
C -0.52 -3.74 0.75
S 0.62 -2.98 -0.31
H -3.11 -2.73 2.54
H -3.18 -5.17 3.15
H -1.46 -6.69 2.13
H 0.24 -5.72 0.60
N 1.01 0.25 -2.70
C -0.35 0.28 -2.52
C -1.13 0.72 -3.60
C -2.49 0.81 -3.46
C -3.07 0.45 -2.24
C -2.25 0.00 -1.24
N -0.91 -0.10 -1.37
C 2.09 0.24 -1.82
C 3.33 0.61 -2.36
C 4.44 0.61 -1.56
C 4.30 0.26 -0.23
C 3.06 -0.09 0.23
N 1.95 -0.11 -0.54
H 1.29 0.50 -3.64
H -0.65 1.00 -4.53
H -3.10 1.15 -4.28
H -4.14 0.51 -2.08
H -2.65 -0.32 -0.29
H 3.39 0.89 -3.41
H 5.40 0.89 -1.97
H 5.15 0.24 0.45
H 2.91 -0.40 1.26
```

Results
- Strongest force on any atom: 0.012 hartree/bohr
- Net charge: +1
- Spin multiplicity: 2

Calculated atomic charges, method Mulliken, unit e:
1 Os 2.14
2 S -0.47
3 C 0.31
4 N -0.38
5 C -0.19
6 C -0.02
7 C -0.84
8 C -0.52
9 C -0.56
10 C 0.55
11 S -0.23
12 H 0.32
13 H 0.42
14 H 0.39
15 H 0.40
16 O -0.72
17 N 0.35
18 C -0.18
19 C -0.75
20 C -0.17
21 C -0.81
22 C 0.63
23 S -0.52
24 H 0.45
25 H 0.41
26 H 0.41
27 H 0.43
28 N -0.01
29 C 0.72
30 C -0.85
31 C -0.50
32 C -0.88
33 C -0.18
34 N -0.21
35 C 0.77
36 C -0.89
37 C -0.47
38 C -0.84
39 C -0.11
40 N 0.06
41 H 0.19
42 H 0.40
43 H 0.44
44 H 0.47
45 H 0.44
46 H 0.41
47 H 0.43
48 H 0.45
49 H 0.33

=====

No. 2
Below is C22H17N5OS in the gas phase, with properties calculated with ωB97M-V with the def2-TZVPD basis set.

The geometry in XYZ format:
```
46
Properties=species:S:1:pos:R:3
C 3.41 -1.61 3.15
C 2.80 -2.30 1.97
C 3.20 -3.59 1.66
C 2.69 -4.24 0.56
C 1.73 -3.64 -0.27
C 1.32 -2.32 0.05
C 1.83 -1.64 1.17
N 1.32 -0.42 1.58
N 0.57 0.15 0.71
C 0.11 1.46 0.95
N -0.96 1.89 0.31
C -1.55 1.21 -0.71
C -2.90 1.00 -0.63
C -3.61 0.41 -1.68
C -2.93 -0.05 -2.86
C -3.60 -0.58 -4.08
N -4.92 -0.74 -4.18
N -5.13 -1.10 -5.47
C -3.94 -1.25 -6.12
S -3.88 -1.80 -7.71
O -2.94 -0.91 -5.25
C -1.54 0.19 -2.92
C -0.86 0.86 -1.90
C 0.71 2.42 1.93
C 2.06 2.37 2.23
C 2.62 3.16 3.22
C 1.83 4.11 3.89
C 0.48 4.22 3.53
C -0.09 3.36 2.59
H 4.02 -0.73 2.84
H 4.08 -2.29 3.71
H 2.63 -1.28 3.85
H 3.94 -4.09 2.27
H 3.11 -5.24 0.31
H 1.33 -4.22 -1.15
H 0.55 -1.84 -0.58
H -3.39 1.34 0.28
H -4.70 0.28 -1.65
H -5.94 -1.58 -5.80
H -0.99 0.02 -3.84
H 0.18 1.09 -2.01
H 2.73 1.69 1.68
H 3.67 3.05 3.42
H 2.29 4.78 4.57
H -0.16 4.95 4.00
H -1.15 3.45 2.36
```

Results
- Strongest force on any atom: 0.080 hartree/bohr
- SMILES string: Cc1ccccc1/N=N/C(=N\c1ccc(-c2n[nH]c(=S)o2)cc1)c1ccccc1
- Net charge: 0
- Spin multiplicity: 1

Calculated atomic charges, method Mulliken, unit e:
1 C -1.08
2 C 1.27
3 C -0.88
4 C -0.28
5 C -0.89
6 C -0.07
7 C -0.11
8 N -0.45
9 N 0.20
10 C 0.03
11 N -0.49
12 C 0.48
13 C -0.38
14 C -0.61
15 C 0.28
16 C 0.32
17 N -0.58
18 N 0.07
19 C 0.23
20 S -0.37
21 O -0.29
22 C -0.66
23 C -0.26
24 C 0.60
25 C -0.18
26 C -0.67
27 C -0.51
28 C -0.50
29 C -0.42
30 H 0.22
31 H 0.38
32 H 0.30
33 H 0.32
34 H 0.32
35 H 0.33
36 H 0.45
37 H 0.46
38 H 0.41
39 H 0.26
40 H 0.41
41 H 0.45
42 H 0.31
43 H 0.41
44 H 0.41
45 H 0.38
46 H 0.38

=====

No. 3
Below is a molecular structure, C22H18Cl4FO2Re, with properties calculated with ωB97M-V with the def2-TZVPD basis set.

The geometry in XYZ format:
```
48
Properties=species:S:1:pos:R:3
Re 0.55 -0.41 0.10
C 2.10 -0.84 3.01
C 1.46 -1.45 1.80
C 2.22 -1.91 0.69
C 1.62 -2.47 -0.43
C 2.44 -3.02 -1.57
C 0.20 -2.55 -0.48
C -0.57 -2.38 0.70
C -2.04 -2.61 0.67
C 0.06 -1.82 1.82
H 2.45 0.17 2.80
H 2.94 -1.44 3.35
H 1.38 -0.78 3.83
H 3.29 -1.76 0.68
H 3.50 -2.91 -1.40
H 2.19 -2.57 -2.53
H 2.22 -4.09 -1.67
H -0.28 -2.92 -1.38
H -2.48 -2.14 -0.21
H -2.54 -2.23 1.56
H -2.24 -3.69 0.61
H -0.53 -1.56 2.68
Cl -5.28 3.13 0.24
C -3.71 2.54 0.58
C -2.98 3.09 1.67
Cl -3.68 4.31 2.63
C -1.71 2.63 1.95
Cl -0.78 3.25 3.25
C -1.15 1.62 1.15
O 0.04 1.13 1.32
C -1.88 1.08 0.07
O -1.26 0.16 -0.63
C -3.16 1.55 -0.21
Cl -4.00 0.87 -1.54
F -1.46 2.05 -3.91
C -0.50 1.77 -3.03
C 0.13 0.56 -3.09
C 1.13 0.30 -2.14
C 1.47 1.25 -1.15
C 2.35 0.79 -0.09
C 0.79 2.51 -1.16
C -0.16 2.77 -2.09
H -0.12 -0.13 -3.88
H 1.78 -0.55 -2.28
H 2.56 1.50 0.70
H 3.23 0.26 -0.45
H 1.06 3.25 -0.42
H -0.68 3.72 -2.13
```

Results
- Strongest force on any atom: 0.014 hartree/bohr
- Net charge: +1
- Spin multiplicity: 2

Calculated atomic charges, method Mulliken, unit e:
1 Re 1.69
2 C -1.61
3 C 1.08
4 C -1.07
5 C 0.32
6 C -1.48
7 C -0.23
8 C 0.46
9 C -1.74
10 C -0.41
11 H 0.27
12 H 0.40
13 H 0.43
14 H 0.47
15 H 0.40
16 H 0.41
17 H 0.39
18 H 0.54
19 H 0.41
20 H 0.40
21 H 0.39
22 H 0.41
23 Cl -0.15
24 C 0.53
25 C 0.58
26 Cl -0.15
27 C -0.03
28 Cl -0.17
29 C -0.37
30 O -0.51
31 C -0.08
32 O -0.36
33 C 0.16
34 Cl -0.17
35 F -0.39
36 C 0.22
37 C -0.62
38 C -0.94
39 C 0.71
40 C -1.33
41 C -0.56
42 C -0.58
43 H 0.48
44 H 0.92
45 H 0.42
46 H 0.53
47 H 0.45
48 H 0.50

=====

No. 4
Below is a molecular structure, C22H18Cl6GeHgN3OS2Te, with properties calculated with ωB97M-V with the def2-TZVPD basis set.

The geometry in XYZ format:
```
55
Properties=species:S:1:pos:R:3
Hg -0.93 -0.26 0.82
C 0.74 3.97 3.35
S 1.14 2.45 4.26
C 0.08 1.30 3.48
S -1.15 1.85 2.43
N 0.27 0.07 3.85
N -0.21 -0.93 3.15
C -0.56 -2.06 3.67
C -0.98 -3.15 2.82
C -1.45 -4.34 3.37
C -1.86 -5.36 2.52
C -1.76 -5.17 1.15
C -1.28 -3.94 0.69
N -0.91 -2.96 1.49
H 1.41 4.74 3.72
H -0.30 4.22 3.53
H 0.91 3.80 2.29
H -0.58 -2.20 4.75
H -1.51 -4.45 4.44
H -2.26 -6.28 2.92
H -2.07 -5.92 0.45
H -1.20 -3.75 -0.37
Cl -3.28 7.09 -1.06
C -2.26 5.70 -0.97
C -2.82 4.44 -1.14
C -2.01 3.33 -1.08
Cl -2.69 1.75 -1.28
C -0.61 3.40 -0.89
O 0.15 2.37 -0.89
C -0.11 4.71 -0.70
Cl 1.59 4.90 -0.44
C -0.90 5.84 -0.74
H -3.87 4.33 -1.34
H -0.46 6.82 -0.62
C 0.91 -1.93 -1.97
Te 0.02 0.06 -1.73
C 2.11 0.54 -1.47
C 2.86 -0.44 -2.30
C 4.11 -0.16 -2.84
C 4.78 -1.11 -3.58
C 4.20 -2.34 -3.81
C 2.95 -2.63 -3.29
C 2.27 -1.68 -2.54
H 0.33 -2.59 -2.61
H 0.99 -2.40 -0.99
H 2.38 0.45 -0.42
H 2.29 1.57 -1.77
H 4.55 0.82 -2.67
H 5.75 -0.88 -4.00
H 4.73 -3.09 -4.39
H 2.50 -3.59 -3.48
Cl -5.56 -0.61 -1.31
Ge -3.72 -1.27 -0.27
Cl -2.35 -1.63 -2.21
Cl -4.36 -3.40 0.04
```

Results
- Strongest force on any atom: 0.033 hartree/bohr
- Net charge: -1
- Spin multiplicity: 1

Calculated atomic charges, method Mulliken, unit e:
1 Hg 1.32
2 C -0.69
3 S -0.09
4 C 0.53
5 S -0.48
6 N -1.24
7 N 0.64
8 C -1.00
9 C 1.00
10 C -0.80
11 C -0.22
12 C -0.81
13 C -0.21
14 N 0.11
15 H 0.35
16 H 0.29
17 H 0.11
18 H 0.34
19 H 0.34
20 H 0.42
21 H 0.40
22 H 0.40
23 Cl -0.27
24 C 0.55
25 C -0.96
26 C 0.64
27 Cl -0.09
28 C -0.71
29 O -0.47
30 C 0.61
31 Cl -0.24
32 C -0.85
33 H 0.44
34 H 0.42
35 C -0.96
36 Te 0.07
37 C -1.09
38 C 0.68
39 C -0.75
40 C -0.54
41 C -0.51
42 C -0.69
43 C 0.41
44 H 0.58
45 H 0.34
46 H 0.38
47 H 0.51
48 H 0.46
49 H 0.39
50 H 0.38
51 H 0.43
52 Cl -0.38
53 Ge 0.32
54 Cl -0.42
55 Cl -0.42

=====

Energy relative to the best compared isomer or geometry (same formula, charge and spin) for the records above, in order: 9.9, 0.0, 0.0, 12.8 kJ/mol